{"formula": "C32H33F33N4O7P", "method": "the ωB97M-V functional and the def2-TZVPD basis", "homo_energy_ev": -11.1, "spin_multiplicity": 1, "largest_force_ev_per_a": 5.4, "lumo_energy_ev": -3.93, "e_tot_ha": -5621.32838, "charge": 1, "species": ["N", "N", "C", "N", "C", "F", "C", "C", "C", "C", "C", "C", "C", "C", "P", "O", "N", "C", "C", "O", "O", "H", "H", "H", "H", "H", "H", "H", "H", "H", "H", "H", "H", "H", "H", "H", "H", "H", "C", "C", "C", "F", "F", "F", "F", "O", "C", "C", "F", "F", "F", "F", "H", "H", "H", "H", "C", "C", "C", "F", "F", "F", "F", "O", "C", "C", "F", "F", "F", "F", "H", "H", "H", "H", "C", "C", "C", "F", "F", "F", "F", "O", "C", "C", "F", "F", "F", "F", "H", "H", "H", "H", "C", "C", "C", "F", "F", "F", "F", "O", "C", "C", "F", "F", "F", "F", "H", "H", "H", "H"], "coordinates": [[2.327, -5.997, 5.025], [1.368, -5.530, 4.129], [0.973, -4.267, 4.181], [1.433, -3.212, 5.102], [1.172, -1.846, 4.510], [0.338, -1.220, 5.500], [0.566, -2.238, 3.088], [-0.239, -1.152, 2.219], [0.379, 0.292, 2.617], [1.698, 0.802, 1.956], [2.347, 2.150, 2.335], [1.635, 3.009, 3.425], [0.305, 2.549, 4.088], [-0.323, 1.193, 3.688], [2.078, -2.602, 1.953], [3.382, -1.941, 2.445], [0.006, -3.600, 3.302], [-1.445, -3.736, 3.610], [-1.860, -3.408, 5.115], [-2.772, -2.549, 5.291], [-1.335, -4.025, 6.278], [2.875, -6.713, 4.502], [3.026, -5.259, 5.245], [0.950, -6.148, 3.407], [2.435, -3.239, 5.366], [2.127, -1.229, 4.562], [-0.132, -1.314, 1.081], [-1.359, -1.125, 2.429], [2.178, 0.107, 1.187], [3.320, 2.480, 1.819], [2.120, 3.996, 3.740], [-0.243, 3.150, 4.900], [-1.288, 0.770, 4.144], [2.338, -4.011, 1.817], [1.828, -2.112, 0.619], [-2.111, -3.088, 2.928], [-1.761, -4.823, 3.396], [-0.964, -3.312, 6.861], [-4.784, -4.579, -0.927], [-3.266, -4.554, -0.645], [-2.491, -5.803, -1.064], [-2.909, -6.913, -0.427], [-1.171, -5.665, -0.758], [-3.066, -4.271, 0.668], [-2.751, -3.495, -1.337], [-5.645, -4.934, 0.164], [-5.858, -6.311, 0.402], [-5.312, -6.766, 1.760], [-3.983, -6.535, 1.872], [-5.490, -8.098, 1.929], [-5.371, -7.028, -0.629], [-7.197, -6.490, 0.377], [-5.064, -3.546, -1.155], [-5.027, -5.137, -1.835], [-2.565, -5.971, -2.142], [-5.815, -6.242, 2.576], [4.946, 9.197, 1.926], [3.593, 9.361, 1.199], [2.360, 9.457, 2.098], [2.177, 8.356, 2.852], [1.240, 9.592, 1.345], [3.459, 8.364, 0.288], [3.671, 10.518, 0.477], [5.473, 7.866, 2.032], [5.016, 7.069, 3.105], [4.232, 5.840, 2.633], [3.155, 6.182, 1.896], [3.766, 5.128, 3.693], [4.326, 7.832, 3.973], [6.124, 6.665, 3.767], [5.683, 9.722, 1.311], [4.967, 9.719, 2.886], [2.422, 10.326, 2.760], [4.860, 5.186, 2.025], [-4.881, -9.242, -6.598], [-5.416, -7.803, -6.422], [-4.499, -6.681, -6.910], [-3.318, -6.653, -6.261], [-5.079, -5.473, -6.694], [-5.765, -7.620, -5.124], [-6.577, -7.725, -7.135], [-4.269, -9.856, -5.454], [-2.904, -9.579, -5.220], [-2.673, -8.817, -3.911], [-3.335, -7.638, -3.893], [-1.359, -8.526, -3.746], [-2.379, -8.956, -6.292], [-2.288, -10.781, -5.152], [-5.758, -9.866, -6.792], [-4.264, -9.348, -7.494], [-4.304, -6.769, -7.982], [-3.008, -9.405, -3.054], [2.794, 9.258, -2.659], [1.465, 9.886, -3.132], [0.834, 9.264, -4.378], [1.623, 9.358, -5.465], [-0.320, 9.907, -4.690], [1.641, 11.220, -3.288], [0.575, 9.745, -2.104], [4.003, 9.922, -3.055], [4.527, 9.615, -4.331], [4.524, 10.820, -5.278], [3.282, 11.313, -5.460], [4.987, 10.470, -6.503], [3.883, 8.546, -4.838], [5.803, 9.213, -4.121], [2.796, 9.340, -1.570], [2.839, 8.183, -2.853], [0.593, 8.210, -4.213], [5.152, 11.624, -4.886]], "mulliken_charge": [-0.65, 0.26, -0.49, -0.19, -0.49, -0.33, 0.73, -0.71, 0.31, -0.08, -0.75, -0.06, -0.68, -0.23, 0.33, -0.69, 0.08, -0.24, 0.42, -0.56, -0.50, 0.33, 0.27, 0.38, 0.39, 0.49, 0.43, 0.47, 0.16, 0.28, 0.47, 0.32, 0.31, 0.07, 0.20, 0.21, 0.39, 0.40, -0.76, 0.89, 0.22, -0.20, -0.31, -0.24, -0.34, -0.42, 0.75, 0.16, -0.21, -0.26, -0.25, -0.29, 0.40, 0.40, 0.14, 0.27, -0.93, 1.15, 0.05, -0.22, -0.25, -0.22, -0.33, -0.41, 0.75, 0.27, -0.21, -0.32, -0.27, -0.30, 0.47, 0.30, 0.28, 0.24, -0.72, 0.89, 0.09, -0.19, -0.28, -0.26, -0.33, -0.40, 0.70, 0.29, -0.23, -0.30, -0.27, -0.29, 0.42, 0.34, 0.27, 0.26, -0.10, 0.81, 0.13, -0.22, -0.28, -0.29, -0.34, -0.42, 0.79, 0.22, -0.21, -0.27, -0.29, -0.29, -0.26, 0.42, 0.27, 0.23]}